Computed, not measured: a cluster of 2 separate species, C6H12O in total in a non-equilibrium geometry, with the ωB97M-V functional and the def2-TZVPD basis.

Output
Energy above the lowest of the compared OMol25 structures with the same formula, charge and spin: 63.7 kcal/mol
HOMO: -0.3037 Ha
Strongest force on any atom: 2.19 eV/A
HOMO-LUMO gap: 9.012 eV
SMILES: C=C/C(C)=C/C.O
Lowest unoccupied orbital energy: 0.747 eV

The geometry in ORCA input format:
```
! RIJCOSX wB97M-V def2-TZVPD def2/J DEFGRID3
* xyz 0 1
C 2.5122 0.6409 -0.9023
C 1.7436 1.7095 -0.7311
C 0.2584 1.5976 -0.4779
C -0.2206 2.3824 0.7375
C -0.5726 0.8084 -1.1850
C -1.8124 0.2526 -0.5183
H 2.1402 -0.1923 -1.5216
H 3.4385 0.4555 -0.3694
H 2.1009 2.6746 -0.3438
H -1.3128 2.4656 0.6964
H 0.0997 3.4171 0.8018
H 0.1010 1.7730 1.5766
H -0.2487 0.4131 -2.1334
H -1.9225 -0.7459 -0.9469
H -2.7832 0.6853 -0.7594
H -1.7214 0.0162 0.5383
O -0.5007 -6.2370 2.2453
H 0.0519 -6.0208 1.4859
H -1.3516 -6.0957 1.8075
*
```

How is the electron density shared among the atoms? According to Mulliken, the charges in e are: C -0.516; C -0.554; C 0.652; C -1.349; C -0.234; C -1.344; H 0.234; H 0.240; H 0.289; H 0.322; H 0.466; H 0.288; H 0.444; H 0.367; H 0.300; H 0.396; O -0.634; H 0.317; H 0.317

---

Computed, not measured: a cluster of 12 separate species, C46H78F2N8O12 in total in a non-equilibrium geometry, with the ωB97M-V functional and the def2-TZVPD basis.

Output
Energy above the lowest of the compared OMol25 structures with the same formula, charge and spin: 0.0 kcal/mol
HOMO: -0.3846 Ha
Strongest force on any atom: 4.97 eV/A
HOMO-LUMO gap: 11.021 eV
SMILES: O=C1OC[C@@H](F)O1.O=C1OC[C@@H](F)O1.CCOC(=O)OC.CCOC(=O)OC.CCCC#N.CCCC#N.CCCC#N.CCCC#N.CCCC#N.CCCC#N.CCCC#N.CCCC#N
Lowest unoccupied orbital energy: 0.556 eV

The geometry in ORCA input format:
```
! RIJCOSX wB97M-V def2-TZVPD def2/J DEFGRID3
* xyz 0 1
O -0.4042 -0.2914 2.3127
C 0.1128 -0.5517 1.2382
O 1.4487 -0.5659 1.0184
C 1.7552 -0.9478 -0.3276
C 0.4104 -1.2346 -0.9036
F 0.1179 -2.5887 -1.0263
O -0.5151 -0.6929 0.1085
H 2.0894 -0.1472 -0.8928
H 2.3567 -1.8035 -0.2884
H 0.3205 -0.6957 -1.8564
O 1.3973 1.9079 -0.8295
C 0.9199 2.6678 -0.0679
O 0.1731 2.3346 1.0203
C -0.4617 3.5121 1.4928
C 0.5223 4.5513 1.0437
F 1.5347 4.7274 1.9713
O 1.0422 4.0115 -0.1134
H -1.4866 3.6346 1.0821
H -0.5286 3.4452 2.5678
H 0.0407 5.5174 0.8045
C -0.9977 0.9322 -8.2118
C -1.6375 1.8265 -7.1440
O -0.7515 2.6553 -6.4793
C -0.3483 2.4125 -5.2720
O -0.6882 1.5511 -4.5137
O 0.6388 3.3026 -5.0065
C 0.8756 3.5020 -3.5719
H -0.1086 0.4390 -7.8480
H -0.7462 1.5851 -9.0074
H -1.6767 0.1363 -8.5613
H -2.2571 1.3551 -6.3159
H -2.2402 2.4662 -7.7764
H 1.6067 4.3058 -3.4411
H 1.3521 2.5950 -3.1668
H -0.0286 3.7703 -2.9764
C 1.5792 0.0492 4.9527
C 1.4804 -1.4748 4.9734
O 1.9924 -2.0945 3.7623
C 3.3308 -1.9329 3.5732
O 3.8821 -2.2288 2.5071
O 3.9232 -1.5636 4.6885
C 5.3926 -1.7782 4.6590
H 0.8192 0.4176 5.5610
H 1.4323 0.4713 3.9885
H 2.6178 0.2051 5.3718
H 0.4751 -1.8489 5.1666
H 2.0403 -1.9456 5.7927
H 5.9186 -1.0360 4.0890
H 5.5590 -2.8289 4.2998
H 5.6731 -1.6189 5.6882
C -3.9645 -3.4195 -3.1678
C -2.4751 -3.3046 -3.0383
C -1.6790 -3.9848 -4.2924
C -1.7580 -3.1875 -5.5248
N -1.6513 -2.5444 -6.4345
H -4.4827 -2.9580 -2.2997
H -4.3646 -4.4491 -3.2359
H -4.2712 -2.7934 -4.0144
H -1.9902 -3.8453 -2.1960
H -2.1557 -2.2445 -3.0657
H -2.0052 -5.0032 -4.3040
H -0.6009 -4.0625 -3.9282
C -0.5110 8.7026 4.5733
C -0.6958 7.5252 5.5987
C -1.6625 6.4194 5.0756
C -1.6329 6.2916 3.5807
N -1.5171 6.2817 2.4492
H -1.5200 9.1855 4.3548
H -0.2578 8.3096 3.5717
H 0.0755 9.5114 4.8978
H -1.0977 7.9200 6.5064
H 0.2777 7.0583 5.7545
H -2.7636 6.6573 5.3857
H -1.4516 5.4128 5.3928
C 2.9840 -5.8820 0.2970
C 2.3494 -5.2400 -0.8477
C 2.1074 -6.2252 -2.0545
C 1.7750 -5.7392 -3.3472
N 1.4550 -5.2587 -4.3423
H 2.4527 -6.7279 0.7527
H 3.1240 -5.1097 1.0695
H 3.9260 -6.2749 -0.0524
H 2.9418 -4.4094 -1.2365
H 1.4258 -4.7245 -0.6189
H 1.3735 -6.9538 -1.6479
H 2.9712 -6.8495 -2.1813
C -5.1530 1.7651 3.4967
C -4.5273 0.5708 4.2633
C -3.8590 1.0568 5.6070
C -2.9692 2.2088 5.4594
N -2.1196 2.9688 5.2253
H -4.3301 2.4048 3.2971
H -5.9699 2.2665 4.0209
H -5.5188 1.4050 2.5220
H -3.8349 0.0304 3.6329
H -5.2369 -0.1556 4.5921
H -3.1930 0.3146 5.9111
H -4.5589 1.3103 6.4276
C -3.6802 -4.8033 2.2162
C -2.3877 -4.2103 1.5580
C -1.3148 -3.9948 2.6166
C -1.8748 -3.1813 3.6394
N -2.3940 -2.3136 4.1810
H -3.4734 -5.6691 2.8824
H -4.3816 -5.0065 1.4287
H -4.1852 -4.1569 2.9368
H -2.7095 -3.3093 1.0593
H -2.0483 -4.9070 0.8227
H -0.3826 -3.4054 2.3302
H -1.0193 -4.9483 3.0198
C 4.6554 1.4615 0.7292
C 4.4310 2.5646 1.8106
C 3.9208 2.0200 3.1061
C 4.7914 1.6217 4.2008
N 5.4206 1.2526 5.0806
H 4.9439 1.7989 -0.2773
H 3.7235 0.9234 0.5866
H 5.4316 0.7716 0.9876
H 3.6986 3.1962 1.3250
H 5.3207 3.1780 2.0494
H 3.3064 1.1267 2.8667
H 3.2487 2.7841 3.4618
C -3.7504 0.2955 -3.2272
C -2.6157 0.8394 -2.2881
C -3.0934 1.0794 -0.8528
C -3.6511 -0.2006 -0.3864
N -4.2269 -1.1514 -0.0681
H -3.4282 -0.4768 -3.9224
H -4.1911 1.2229 -3.7554
H -4.5842 -0.1173 -2.6801
H -2.0462 1.6892 -2.7062
H -1.7831 0.1340 -2.3374
H -3.8790 1.8079 -0.7555
H -2.3453 1.4456 -0.1691
C 3.8252 -0.2934 -6.2744
C 2.9547 -1.5011 -6.6548
C 1.6594 -1.6203 -5.8694
C 1.8488 -1.6557 -4.4423
N 1.9346 -1.6061 -3.2966
H 3.9157 -0.1166 -5.2121
H 3.4408 0.5613 -6.7716
H 4.8996 -0.4294 -6.6770
H 3.5560 -2.3506 -6.3742
H 2.8574 -1.5361 -7.7328
H 1.2815 -2.5849 -6.0960
H 0.9655 -0.8762 -6.0888
*
```

Mulliken population analysis, charges in e, atoms 1 to 99: O -0.500; C -0.230; O 0.761; C -1.461; C 0.790; F -0.350; O 0.240; H 0.370; H 0.559; H -0.255; O -0.245; C 0.202; O 0.182; C -0.492; C 0.118; F -0.328; O -0.388; H 0.170; H 0.178; H 0.437; C -0.899; C -0.060; O -0.390; C 0.672; O -0.495; O -0.401; C -0.446; H 0.072; H 0.387; H 0.325; H 0.183; H 0.240; H 0.319; H 0.152; H 0.216; C -0.708; C -0.549; O -0.122; C 0.783; O -0.623; O -0.284; C -0.796; H 0.528; H -0.158; H 0.259; H 0.413; H 0.473; H 0.286; H 0.276; H 0.308; C -1.317; C 1.126; C -0.095; C 0.204; N -0.512; H 0.291; H 0.381; H 0.337; H -0.025; H -0.621; H 0.555; H -0.262; C -1.118; C -0.500; C 0.001; C 0.251; N -0.532; H 0.272; H 0.263; H 0.395; H 0.313; H 0.301; H 0.278; H 0.125; C -1.444; C 0.688; C -0.830; C 0.364; N -0.519; H 0.335; H 0.264; H 0.418; H 0.297; H -0.263; H 0.358; H 0.416; C -1.174; C 0.096; C -0.523; C 0.256; N -0.523; H 0.255; H 0.326; H 0.336; H -0.125; H 0.366; H 0.357; H 0.353; C -1.556

---

Computed, not measured: the molecule CH2ClFS in a non-equilibrium geometry, with the ωB97M-V functional and the def2-TZVPD basis.

Output
Energy above the lowest of the compared OMol25 structures with the same formula, charge and spin: 4.9 kcal/mol
HOMO: -0.3725 Ha
Strongest force on any atom: 3.01 eV/A
HOMO-LUMO gap: 10.718 eV
SMILES: F[C@@H](S)Cl
Lowest unoccupied orbital energy: 0.581 eV

The geometry in ORCA input format:
```
! RIJCOSX wB97M-V def2-TZVPD def2/J DEFGRID3
* xyz 0 1
F -0.0252 -1.1523 0.6000
C 0.0273 -0.2540 -0.3364
S -1.0294 1.1918 0.1866
Cl 1.8541 -0.0103 -0.6448
H -0.2590 -0.7293 -1.3367
H -0.5678 0.9540 1.5313
*
```

How is the electron density shared among the atoms? According to Mulliken, the charges in e are: F -0.183; C 0.107; S -0.166; Cl -0.175; H 0.241; H 0.177

---

Computed, not measured: a structure of composition C21H36BeP2 in a non-equilibrium geometry, with the ωB97M-V functional and the def2-TZVPD basis.

Output
Energy above the lowest of the compared OMol25 structures with the same formula, charge and spin: 200.3 kcal/mol
HOMO (spin up / spin down): -0.2296 / -0.2303 Ha
Strongest force on any atom: 5.28 eV/A
HOMO-LUMO gap (spin up / spin down): 5.465 / 5.795 eV
Lowest unoccupied orbital energy (spin up / spin down): -0.782 / -0.472 eV

The geometry in ORCA input format:
```
! RIJCOSX wB97M-V def2-TZVPD def2/J DEFGRID3
* xyz 0 1
P -0.4523 -1.9584 -0.3730
P -0.0323 -0.2224 -1.7279
C -0.4945 -2.8339 -2.0180
C 0.3318 -1.7432 -2.7615
H -1.5758 -2.9440 -2.2417
H -0.0220 -3.8329 -1.9696
H 1.4161 -1.8236 -2.6244
H 0.0767 -1.6416 -3.8319
C -1.0246 0.5150 -3.2015
H -1.2717 1.5748 -2.9955
H -1.9218 -0.0600 -3.4740
H -0.3278 0.4909 -4.0626
C 1.1506 1.1661 -2.0502
H 1.2813 1.1337 -3.1419
H 2.1126 1.0520 -1.5266
H 0.6890 2.1509 -1.8174
C -1.9861 -2.1480 0.4946
H -1.8770 -3.1689 0.8773
H -2.9152 -2.0844 -0.0860
H -1.9907 -1.4294 1.3361
C 2.7601 -1.8168 -0.6894
H 3.0804 -0.7799 -0.7929
H 2.8596 -2.3520 -1.6359
H 3.4883 -2.3340 -0.0606
Be 1.3314 -2.0455 0.1356
C -0.5702 4.2660 0.7059
C -0.5294 4.1562 -0.6492
C -1.5228 3.7940 -1.7254
C -2.6836 2.7059 -1.4868
C -2.3312 1.5497 -0.6022
C -1.9618 1.7091 0.6635
C -0.5516 1.7861 1.1464
C -0.2313 3.1679 1.7388
C 1.3092 -3.8758 0.5519
H -0.7166 5.2792 1.1428
H 0.3106 4.7117 -1.1186
H -0.9014 3.4885 -2.5912
H -2.0173 4.7203 -2.0717
H -3.5498 3.2700 -1.0465
H -3.0158 2.3370 -2.4883
H -2.6294 0.5149 -0.9168
H -2.7553 1.8734 1.4264
H 0.1652 1.6046 0.2972
H -0.4386 0.9530 1.8894
H -0.7165 3.3308 2.7238
H 0.8542 3.2308 1.9703
H 2.2147 -4.0821 1.1615
H 1.3696 -4.4904 -0.3634
H 0.5055 -4.3409 1.1495
C 1.3991 -0.8269 4.6201
C 0.2807 -1.4301 4.0631
C 0.3077 -2.0075 2.7815
C 1.3976 -1.8167 1.9435
C 2.5755 -1.3425 2.5127
C 2.5477 -0.8565 3.8362
H 1.3829 -0.3612 5.6107
H -0.6300 -1.4212 4.6343
H -0.5314 -2.6341 2.4898
H 3.5270 -1.3643 1.9698
H 3.4506 -0.4632 4.2697
*
```

How is the electron density shared among the atoms? According to Mulliken, the charges in e are: P 0.999; P 0.318; C -1.119; C -0.684; H 0.406; H 0.434; H 0.180; H 0.606; C -1.500; H 0.050; H 0.297; H 0.568; C -1.193; H 0.571; H 0.272; H 0.156; C -1.330; H 0.504; H 0.500; H 0.357; C -1.723; H 0.341; H 0.623; H 0.532; Be 0.706; C -0.408; C -0.538; C -0.322; C -1.247; C 0.135; C -0.876; C 1.309; C -0.812; C -1.929; H 0.344; H 0.320; H 0.348; H 0.445; H 0.441; H 0.383; H 0.564; H 0.175; H -0.554; H -0.164; H 0.434; H 0.350; H 0.348; H 0.277; H 0.404; C -0.767; C -0.717; C -0.239; C 0.402; C -0.455; C -0.440; H 0.385; H 0.385; H 0.548; H 0.224; H 0.376